{"formula": "C3H4FO2Si", "method": "ωB97M-V/def2-TZVPD", "multiplicity": 3, "s2": 2.010, "orbital_gap_ha": [0.1407, 0.2934], "total_energy_ev": -17864.5387, "homo_ev": [0.2, -4.6], "total_charge": -1, "elements": ["C", "C", "C", "O", "O", "F", "Si", "H", "H", "H", "H"], "positions_angstrom": [[0.419, -1.823, -0.337], [-0.413, -0.984, 0.196], [-1.479, -0.139, -0.085], [-2.674, -0.287, 0.037], [-0.996, 1.240, -0.123], [1.662, 1.015, -0.728], [0.509, 1.578, 0.302], [0.959, -2.519, 0.312], [0.475, -2.324, -1.284], [0.699, 3.038, 0.077], [0.840, 1.204, 1.633]]}


{"formula": "C3H4FO3P", "method": "ωB97M-V/def2-TZVPD", "orbital_gap_ha": 0.2305, "total_energy_ev": -21322.9878, "homo_ev": 0.5, "total_charge": -2, "elements": ["C", "C", "C", "O", "O", "O", "F", "P", "H", "H", "H", "H"], "positions_angstrom": [[1.973, -0.078, 0.698], [0.951, 0.451, 0.167], [-0.341, -0.666, -0.746], [-2.923, -0.471, -0.557], [-1.616, 0.518, 1.481], [-1.427, 1.624, -0.866], [-0.025, -2.032, -0.571], [-1.784, 0.402, -0.032], [2.686, 0.465, 1.338], [1.924, -1.303, 0.671], [0.644, 1.502, 0.196], [-0.063, -0.413, -1.779]]}


{"formula": "C3H4FeLiO4", "method": "ωB97M-V/def2-TZVPD", "multiplicity": 6, "s2": 8.763, "orbital_gap_ha": [0.2781, 0.0588], "total_energy_ev": -45935.9575, "homo_ev": [-14.3, -14.2], "total_charge": 2, "elements": ["H", "C", "C", "O", "H", "H", "O", "H", "O", "C", "Li", "Fe", "O"], "positions_angstrom": [[-0.886, -0.735, 1.659], [-0.145, -1.463, 1.313], [-0.285, -2.881, 1.603], [-0.616, -2.345, 0.314], [0.621, -3.493, 1.626], [-1.131, -3.245, 2.190], [1.115, -0.958, 1.122], [1.106, 0.026, 1.113], [0.141, 2.361, -1.795], [0.838, 2.020, -0.922], [-0.619, 3.495, -3.192], [-1.645, 5.291, -5.049], [1.506, 1.927, 0.017]]}


{"formula": "C3H4GaO3", "method": "ωB97M-V/def2-TZVPD", "orbital_gap_ha": [0.3528, 0.1905], "total_energy_ev": -61649.2399, "homo_ev": [-27.9, -26.3], "total_charge": 3, "elements": ["O", "Ga", "O", "C", "O", "C", "C", "H", "H", "H", "H"], "positions_angstrom": [[0.088, -0.594, 0.922], [1.784, 2.396, 2.600], [0.964, 1.153, 2.102], [0.167, 0.785, 1.251], [-0.416, 1.324, 0.274], [-0.643, -0.400, -0.219], [-0.127, -0.968, -1.476], [-1.728, -0.394, -0.054], [-0.774, -1.811, -1.760], [-0.230, -0.204, -2.261], [0.915, -1.288, -1.379]]}


{"formula": "C3H4HgMgO4", "method": "ωB97M-V/def2-TZVPD", "multiplicity": 3, "s2": 2.001, "orbital_gap_ha": [0.2095, 0.2932], "total_energy_ev": -20964.3729, "homo_ev": [-14.2, -19.0], "total_charge": 2, "elements": ["O", "C", "C", "O", "O", "C", "Hg", "H", "H", "Mg", "O", "H", "H"], "positions_angstrom": [[0.010, 0.895, 0.745], [-0.223, -0.158, -0.178], [0.384, 0.733, 1.981], [-1.377, -0.223, -0.547], [0.780, -0.846, -0.449], [1.346, 1.576, 2.625], [-3.084, -1.074, -2.232], [0.877, 2.198, 3.394], [1.801, 2.251, 1.890], [2.390, -0.814, -1.676], [0.502, -0.445, 2.579], [0.000, -0.451, 3.434], [1.654, 0.494, 3.340]]}


{"formula": "C3H4HgO4", "method": "ωB97M-V/def2-TZVPD", "multiplicity": 2, "s2": 0.756, "orbital_gap_ha": [0.2710, 0.1921], "total_energy_ev": -15529.5410, "homo_ev": [-12.2, -12.1], "total_charge": 1, "elements": ["H", "C", "O", "O", "H", "O", "C", "C", "O", "Hg", "H", "H"], "positions_angstrom": [[-2.030, -0.805, -0.653], [-0.615, -1.184, 0.476], [-1.872, -1.030, 0.294], [-0.118, -2.363, 0.421], [-0.778, -3.048, 0.222], [0.031, 1.888, -0.778], [-0.406, 2.035, 0.402], [-0.380, 1.053, 1.382], [0.172, -0.186, 1.061], [1.161, 0.889, -2.355], [-0.814, 3.010, 0.718], [-0.684, 1.170, 2.419]]}


{"formula": "C3H4I2", "method": "ωB97M-V/def2-TZVPD", "orbital_gap_ha": 0.3402, "total_energy_ev": -19375.5184, "homo_ev": -9.3, "total_charge": 0, "elements": ["C", "C", "C", "I", "I", "H", "H", "H", "H"], "positions_angstrom": [[-0.562, -0.016, 0.812], [-0.551, 0.026, -0.720], [0.752, -0.075, 0.045], [1.930, 1.785, 0.028], [1.923, -1.770, 0.030], [-0.783, 0.954, 1.062], [-0.974, -0.903, 1.315], [-0.763, -0.863, -1.269], [-0.970, 0.863, -1.302]]}


{"formula": "C3H4I2", "method": "ωB97M-V/def2-TZVPD", "orbital_gap_ha": [0.3380, 0.1663], "total_energy_ev": -19373.9251, "homo_ev": [-9.8, -7.8], "total_charge": 0, "elements": ["C", "C", "C", "I", "I", "H", "H", "H", "H"], "positions_angstrom": [[-0.217, -1.569, -0.202], [-0.047, -0.293, 0.031], [-1.087, 0.687, -0.101], [4.116, 2.689, 0.574], [-1.135, 2.685, 0.437], [0.553, -2.301, -0.175], [-1.104, -2.140, -0.540], [1.035, -0.018, 0.136], [-2.114, 0.261, -0.159]]}


{"formula": "C3H4I2", "method": "ωB97M-V/def2-TZVPD", "orbital_gap_ha": 0.3414, "total_energy_ev": -19375.9706, "homo_ev": -9.3, "total_charge": 0, "elements": ["C", "C", "C", "I", "I", "H", "H", "H", "H"], "positions_angstrom": [[0.530, -0.745, -0.204], [0.352, 0.719, -0.487], [-0.572, 0.017, 0.448], [-2.582, -0.352, -0.191], [-0.417, 0.440, 2.542], [0.276, -1.455, -0.979], [1.370, -1.054, 0.402], [1.069, 1.415, -0.075], [-0.026, 1.015, -1.456]]}


{"formula": "C3H4I2O", "method": "ωB97M-V/def2-TZVPD", "orbital_gap_ha": 0.3297, "total_energy_ev": -21421.1878, "homo_ev": -8.9, "total_charge": 0, "elements": ["C", "C", "C", "O", "I", "I", "H", "H", "H", "H"], "positions_angstrom": [[-0.421, -0.892, -1.309], [-0.761, 0.021, -0.430], [0.671, 0.742, 0.895], [0.660, -0.001, 2.019], [-2.681, 0.756, -0.050], [2.364, 1.160, -0.324], [-1.073, -1.570, -1.788], [0.521, -1.051, -1.696], [0.205, 1.765, 0.911], [0.516, -0.931, 1.773]]}


{"formula": "C3H4IN", "method": "ωB97M-V/def2-TZVPD", "orbital_gap_ha": 0.2801, "total_energy_ev": -12761.8625, "homo_ev": -9.0, "total_charge": 0, "elements": ["C", "C", "C", "N", "I", "H", "H", "H", "H"], "positions_angstrom": [[1.195, 0.159, 0.566], [0.435, 1.113, -0.306], [0.533, -0.863, 0.025], [-0.236, 0.125, -0.941], [-2.897, -1.163, 0.152], [2.116, 0.316, 1.085], [0.342, 2.142, -0.282], [0.198, -1.868, 0.102], [-1.685, 0.041, -0.400]]}


{"formula": "C3H4IN", "method": "ωB97M-V/def2-TZVPD", "orbital_gap_ha": 0.3696, "total_energy_ev": -12764.6451, "homo_ev": -9.7, "smiles": "[H]/N=C(\\I)C=C", "total_charge": 0, "elements": ["H", "N", "C", "I", "C", "C", "H", "H", "H"], "positions_angstrom": [[-1.020, -2.078, 1.207], [-0.386, -1.389, 0.965], [-0.743, -0.340, 0.438], [-2.665, 0.099, -0.444], [0.398, 0.795, 0.219], [1.140, 0.592, -0.829], [0.286, 1.605, 0.979], [2.102, 1.080, -1.119], [0.887, -0.364, -1.417]]}